[1]
ORCA calculation (the ωB97M-V functional and the def2-TZVPD basis) on a cluster of 3 separate species, C4H15NO2S in total in a non-equilibrium geometry.

```
23
Properties=species:S:1:pos:R:3:forces:R:3
C -1.010 2.036 0.349 1.587 1.487 -0.274
C -1.590 1.239 -0.840 0.024 -0.463 0.323
S -1.024 1.893 -2.442 -0.113 0.023 -0.113
C 0.144 1.292 1.050 -0.050 -2.910 -1.142
N -0.120 0.678 2.340 0.150 -0.152 0.042
C -1.438 0.060 2.461 -0.957 3.090 1.428
H -0.548 2.999 0.025 0.011 -0.871 -0.811
H -1.682 2.584 1.016 -0.719 -1.214 0.332
H -2.673 1.167 -0.736 -0.044 0.274 -0.594
H -1.239 0.176 -0.952 -0.304 0.976 0.975
H 0.197 1.353 -2.256 -0.114 0.212 -0.252
H 0.334 0.317 0.428 -0.121 1.833 0.350
H 1.097 1.827 0.998 -0.264 0.054 0.522
H 0.065 1.293 3.115 -0.188 0.130 0.050
H -2.248 0.785 2.150 0.551 -0.692 -0.255
H -1.653 0.060 3.542 0.146 -0.944 -0.337
H -1.634 -0.859 1.960 0.433 -0.881 -0.284
H 2.609 -2.692 1.713 0.085 -0.156 -0.086
H 1.605 -2.044 0.795 -0.038 -0.069 -0.097
O 2.180 -2.816 0.859 -0.107 0.252 0.157
H 2.524 -3.958 -0.897 0.213 0.088 -0.630
H 2.945 -5.345 -0.875 0.188 -0.339 -0.450
O 2.858 -4.633 -1.522 -0.368 0.273 1.145
```
Positions in Å, forces in eV/Å.

Output
orbital gap	0.3460	hartree
total charge	0
E_tot	-764.75917	Ha
SMILES	CNCCCS.O.O
ΔE to the lowest compared entry with this formula, charge and spin	165.72	kJ/mol

[2]
ORCA calculation (the ωB97M-V functional and the def2-TZVPD basis) on a cluster of 3 separate species, C4H15NO2S in total in a non-equilibrium geometry.

```
23
Properties=species:S:1:pos:R:3:forces:R:3
C -0.118 -0.423 -1.533 0.562 -0.826 -1.957
N -0.242 -0.555 -0.085 -0.270 2.364 1.140
C -1.548 -1.195 0.255 -0.040 1.049 2.500
C -1.779 -0.979 1.897 4.099 0.685 -3.906
S -2.467 0.684 2.027 -0.615 0.238 0.392
C 1.064 0.418 -2.240 -0.818 -4.753 -1.508
H -1.055 -0.037 -1.913 -0.300 0.301 -0.415
H -0.036 -1.447 -1.899 -0.200 -0.145 -0.146
H -0.200 0.439 0.384 -0.443 -2.351 -1.196
H -2.487 -0.944 -0.314 1.013 0.674 0.326
H -1.490 -2.243 0.138 0.591 -1.350 -0.293
H -0.737 -1.311 2.268 -1.633 1.308 0.020
H -2.434 -1.706 2.192 -2.072 -1.458 1.072
H -1.564 1.534 2.537 0.435 -0.570 0.148
H 0.832 0.731 -3.271 -0.377 0.051 0.698
H 2.045 -0.107 -2.315 -0.782 0.159 0.447
H 1.088 1.123 -1.563 0.983 4.669 2.714
H 1.324 4.518 -0.803 -0.828 -1.191 1.800
H 1.842 3.421 0.105 0.581 -0.530 0.301
O 1.057 3.942 -0.008 0.257 1.682 -2.094
H 2.274 -2.743 1.203 0.197 1.196 0.523
H 2.114 -1.192 1.234 -0.256 -0.190 -0.196
O 2.518 -1.928 1.705 -0.083 -1.013 -0.370
```
Positions in Å, forces in eV/Å.

Output
orbital gap	0.3496	hartree
total charge	0
E_tot	-764.73459	Ha
SMILES	CCNCCS.O.O
ΔE to the lowest compared entry with this formula, charge and spin	230.24	kJ/mol

[3]
ORCA calculation (the ωB97M-V functional and the def2-TZVPD basis) on a cluster of 3 separate species, C4H15NO2S in total in a non-equilibrium geometry.

```
23
Properties=species:S:1:pos:R:3:forces:R:3
C -0.736 2.440 0.555 -2.540 -0.069 0.428
C 0.284 1.398 1.016 -0.201 2.082 -0.254
C -0.192 0.329 1.952 -0.589 -2.216 -2.465
S 0.338 -1.309 1.250 0.301 -1.194 0.991
C 0.251 -1.343 -0.529 2.721 2.074 -0.694
N -0.262 3.598 -0.188 -1.466 -0.862 0.039
H -1.556 1.835 0.009 1.054 1.264 0.233
H -1.345 2.902 1.447 1.327 -1.054 -1.349
H 1.035 1.210 0.247 -0.876 -1.236 -0.768
H 0.967 1.990 1.518 1.355 1.436 2.082
H 0.385 0.311 2.833 0.261 0.190 1.278
H -1.271 0.142 2.138 0.639 1.087 -0.127
H -0.664 -1.019 -0.921 -1.472 0.530 -0.530
H 0.420 -2.351 -0.864 0.163 -0.471 0.157
H 1.097 -0.667 -1.007 -1.659 -1.365 0.830
H 0.026 4.414 0.258 -0.092 1.172 1.888
H 0.381 3.564 -0.914 1.050 -1.371 -1.759
H -3.250 -2.561 -0.899 1.071 0.559 -0.214
H -3.530 -3.216 0.529 -0.105 0.514 -1.553
O -3.874 -3.037 -0.383 -0.939 -1.067 1.777
H 3.720 -0.633 -2.913 -0.318 1.022 -0.842
H 3.405 0.467 -4.134 0.220 -0.847 1.156
O 3.745 -0.410 -3.864 0.096 -0.178 -0.305
```
Positions in Å, forces in eV/Å.

Output
orbital gap	0.3300	hartree
total charge	0
E_tot	-764.73845	Ha
SMILES	CSCCCN.O.O
ΔE to the lowest compared entry with this formula, charge and spin	220.11	kJ/mol

[4]
ORCA calculation (the ωB97M-V functional and the def2-TZVPD basis) on a cluster of 4 separate species, C4H15NO3 in total in a non-equilibrium geometry.

```
23
Properties=species:S:1:pos:R:3:forces:R:3
C -1.881 2.770 0.025 0.446 0.993 0.794
C -1.104 2.097 -1.050 0.021 -0.882 0.086
C -0.334 1.016 -0.847 0.391 0.332 -0.771
N 0.439 0.424 -1.836 0.260 -0.041 0.258
C 0.870 -0.948 -1.679 -1.128 -0.678 -0.472
H -1.486 2.590 1.037 0.094 -0.258 -0.357
H -1.845 3.864 -0.068 0.037 -0.075 -0.144
H -2.928 2.531 0.082 -0.614 -0.340 -0.250
H -1.218 2.420 -2.084 -0.065 0.197 0.125
H -0.169 0.566 0.129 -0.137 0.157 -0.002
H 0.313 0.734 -2.789 -0.191 0.039 0.251
H 1.639 -1.226 -2.404 0.504 0.376 0.556
H 1.076 -1.160 -0.630 0.681 0.112 -0.178
H 0.073 -1.663 -1.935 -0.275 0.077 0.105
H -2.660 -5.351 -2.147 0.209 0.364 0.190
H -1.819 -4.964 -0.927 -0.020 0.220 -0.174
O -2.227 -4.590 -1.723 -0.163 -0.552 -0.021
H 3.857 -1.151 0.517 0.214 -0.295 -0.381
H 2.991 -1.108 1.747 -0.106 0.145 0.046
O 3.452 -0.523 1.119 -0.179 0.171 0.360
H 1.669 1.601 4.989 -0.180 -0.222 -0.121
H 0.330 0.829 4.933 0.352 0.092 -0.023
O 0.963 1.241 5.540 -0.152 0.068 0.122
```
Positions in Å, forces in eV/Å.

Output
orbital gap (alpha / beta)	0.0835 / 0.2848	hartree
total charge	-1
multiplicity	2
E_tot	-441.79616	Ha
⟨S²⟩	0.750
ΔE to the lowest compared entry with this formula, charge and spin	135.45	kJ/mol

[5]
ORCA calculation (the ωB97M-V functional and the def2-TZVPD basis) on a cluster of 3 separate species, C4H15NO3 in total in a non-equilibrium geometry.

```
23
Properties=species:S:1:pos:R:3:forces:R:3
C 0.379 0.679 2.532 0.794 1.162 2.719
N -0.455 -0.045 1.610 0.418 0.249 2.860
C 1.254 -0.392 -0.104 -0.177 -2.915 0.515
C 0.306 -1.049 0.953 -0.931 -3.140 -2.187
C -0.886 -1.818 0.193 1.669 0.749 -2.436
O -1.097 -3.133 0.533 -0.178 -1.802 2.393
H 0.063 0.582 3.639 0.011 0.141 -1.623
H 0.330 1.746 2.299 0.564 0.004 0.155
H 1.415 0.290 2.609 -0.368 0.487 -0.564
H -1.156 -0.404 2.260 -0.152 -0.676 -0.979
H 2.308 -0.386 0.101 0.533 -0.578 0.518
H 1.067 0.607 -0.214 -1.025 2.596 -0.615
H 1.085 -0.969 -1.019 0.333 0.550 -0.097
H 0.875 -1.920 1.471 -0.859 1.713 0.152
H -1.752 -1.139 0.233 0.042 -0.656 -0.128
H -0.534 -2.005 -0.839 -0.335 1.439 -0.202
H -1.959 -3.469 0.282 -0.099 0.343 -0.078
H -1.759 1.312 0.311 -0.451 0.297 0.121
H -0.912 0.645 -0.559 2.892 -1.948 -0.397
O -1.661 1.152 -0.632 -2.689 1.984 -0.129
H 1.730 3.587 -5.379 -0.702 -0.183 0.412
H 0.442 2.741 -5.409 0.149 0.201 0.169
O 0.918 3.389 -4.871 0.560 -0.014 -0.578
```
Positions in Å, forces in eV/Å.

Output
orbital gap	0.3761	hartree
total charge	0
E_tot	-441.78481	Ha
SMILES	CN[C@H](C)CO.O.O
ΔE to the lowest compared entry with this formula, charge and spin	254.86	kJ/mol

[6]
ORCA calculation (the ωB97M-V functional and the def2-TZVPD basis) on a cluster of 4 separate species, C4H15NO3 in total in a non-equilibrium geometry.

```
23
Properties=species:S:1:pos:R:3:forces:R:3
C -2.001 -0.181 -0.635 0.057 0.097 0.910
N -1.636 0.488 0.635 -0.879 -0.616 -0.802
C -0.322 -0.037 0.962 0.043 1.288 -0.574
C 0.460 -0.170 -0.405 -0.149 -1.150 1.950
C -0.686 -0.453 -1.383 0.387 0.011 -0.743
H -2.665 0.475 -1.190 -0.171 -0.236 -0.066
H -2.499 -1.108 -0.357 -0.125 -0.165 -0.319
H -1.671 1.464 0.374 0.585 0.260 0.673
H -0.401 -1.061 1.330 -0.334 0.061 0.240
H 0.093 0.591 1.748 0.511 -0.159 -0.174
H 1.192 0.599 -0.648 -0.407 0.359 -0.086
H 1.055 -1.054 -0.150 0.198 0.584 -0.819
H -0.685 -1.475 -1.763 0.185 -0.040 0.037
H -0.577 0.184 -2.260 -0.171 0.026 -0.096
H -1.393 3.512 -1.407 0.285 -0.037 0.082
H -0.666 2.130 -1.269 0.183 0.351 -0.006
O -1.460 2.570 -1.585 -0.342 -0.004 -0.216
H 3.240 0.324 1.242 0.252 -0.143 0.338
H 3.290 0.746 2.762 0.176 -0.250 -0.313
O 2.823 0.852 1.927 -0.420 0.376 -0.037
H 1.588 -3.941 -0.175 0.086 -0.073 0.127
H 1.318 -2.451 -0.121 0.226 -0.516 0.202
O 1.760 -3.164 0.368 -0.176 -0.025 -0.309
```
Positions in Å, forces in eV/Å.

Output
orbital gap	0.3433	hartree
total charge	0
E_tot	-441.83734	Ha
SMILES	C1CCNC1.O.O.O
ΔE to the lowest compared entry with this formula, charge and spin	116.91	kJ/mol

[7]
ORCA calculation (the ωB97M-V functional and the def2-TZVPD basis) on a cluster of 4 separate species, C4H15NO3 in total in a non-equilibrium geometry.

```
23
Properties=species:S:1:pos:R:3:forces:R:3
C 0.996 1.334 2.091 0.821 1.387 1.232
C 0.857 0.407 1.144 -0.415 -0.397 0.857
N 1.323 -0.883 1.203 0.630 -0.741 -1.515
C 1.013 -1.816 0.085 -0.657 0.557 1.544
C 1.231 -1.285 -1.301 1.788 0.010 -0.806
H 0.461 2.255 2.298 -0.473 -0.048 -1.417
H 1.770 1.376 2.858 0.065 -1.225 -0.034
H 0.199 0.540 0.300 -0.345 0.197 0.179
H 2.048 -1.215 1.812 0.049 0.607 0.281
H 1.552 -2.739 0.292 0.211 0.053 -0.248
H -0.038 -2.058 0.264 -0.122 -0.137 -0.567
H 2.294 -1.183 -1.571 0.180 -0.277 0.589
H 0.910 -2.005 -2.050 -0.721 0.267 -0.091
H 0.929 -0.256 -1.483 -0.951 -0.262 -0.001
H -1.003 2.400 -1.710 -0.402 0.241 0.176
H 0.334 2.388 -1.147 1.791 -0.500 0.139
O -0.480 2.825 -1.012 -1.441 0.217 -0.346
H -1.941 -0.215 1.625 0.160 0.148 0.182
H -2.754 -1.081 0.661 0.037 0.032 -0.033
O -2.078 -0.395 0.692 -0.226 -0.179 -0.030
H -2.130 0.619 -0.980 -0.588 -0.279 -0.093
H -3.204 0.437 -2.135 -0.863 -0.020 0.260
O -2.289 0.549 -1.935 1.474 0.350 -0.259
```
Positions in Å, forces in eV/Å.

Output
orbital gap	0.2971	hartree
total charge	0
E_tot	-441.82169	Ha
SMILES	C=CNCC.O.O.O
ΔE to the lowest compared entry with this formula, charge and spin	158.02	kJ/mol

[8]
ORCA calculation (the ωB97M-V functional and the def2-TZVPD basis) on a cluster of 3 separate species, C4H15NO3 in total in a non-equilibrium geometry.

```
23
Properties=species:S:1:pos:R:3:forces:R:3
C -0.468 2.043 0.340 0.747 1.413 1.227
N -0.916 1.021 1.260 0.376 -0.979 -0.713
C -0.200 -0.273 1.087 -1.412 1.339 -0.367
C -0.900 -1.121 -0.057 0.965 -1.268 1.690
C -2.412 -1.110 0.088 0.545 2.993 1.606
O -0.367 -0.869 -1.340 -0.448 0.476 -0.628
H -1.035 2.131 -0.585 -0.353 -0.132 0.000
H -0.514 3.016 0.899 -0.169 -0.547 -0.830
H 0.606 1.944 0.091 -1.065 0.025 0.148
H -0.952 1.299 2.224 0.249 0.251 -0.035
H -0.339 -0.715 2.071 0.344 -0.772 -0.198
H 0.868 -0.056 0.872 -0.485 -0.673 0.007
H -0.624 -2.180 0.144 0.310 0.562 -0.241
H -2.732 -1.628 0.974 -0.051 -1.413 -0.093
H -2.888 -1.350 -0.837 -0.660 -0.185 -0.266
H -2.651 -0.094 0.568 -0.087 -0.698 -1.796
H -0.741 -0.100 -1.792 -0.257 -0.108 0.538
H 2.909 1.831 0.672 0.043 -0.099 -0.034
H 2.168 1.395 -0.599 0.204 -0.210 -0.027
O 2.493 2.167 -0.128 0.659 0.202 -0.121
H 1.358 -2.637 -1.198 -0.037 0.128 -0.468
H 2.483 -1.608 -1.597 -0.424 -0.402 -0.032
O 1.958 -1.967 -0.871 1.006 0.096 0.636
```
Positions in Å, forces in eV/Å.

Output
orbital gap	0.3335	hartree
total charge	0
E_tot	-441.80957	Ha
SMILES	CNC[C@@H](C)O.O.O
ΔE to the lowest compared entry with this formula, charge and spin	189.83	kJ/mol

[9]
ORCA calculation (the ωB97M-V functional and the def2-TZVPD basis) on a structure of composition C4H16B2CsO2S in a non-equilibrium geometry.

```
26
Properties=species:S:1:pos:R:3:forces:R:3
Cs 1.453 -0.907 3.938 0.047 -0.461 0.102
B 2.053 0.435 0.800 0.350 -0.358 -1.840
H 1.217 0.034 1.352 -3.840 -0.311 2.516
H 2.736 -0.265 0.343 3.435 -1.900 -1.681
H 1.645 1.014 -0.014 -2.311 1.279 -3.285
H 2.557 1.046 1.532 2.412 1.444 4.346
B 1.203 1.917 4.940 0.540 0.212 0.910
H 1.034 1.533 3.945 -0.509 -1.251 -4.374
H 0.506 2.740 4.916 -2.374 3.593 -0.136
H 0.796 1.245 5.680 -1.556 -3.049 2.816
H 2.234 2.123 5.181 3.879 0.911 0.597
C -0.615 -0.267 -3.288 -1.823 -2.580 -1.096
C -2.152 -0.376 -2.808 -0.203 0.748 -2.494
C -2.321 -1.436 -1.782 0.773 -0.136 0.601
S -0.731 -1.292 -0.798 -1.897 -0.708 0.245
O -0.227 -2.663 -0.944 0.612 1.435 1.102
O -1.004 -0.629 0.522 1.104 -1.567 -2.806
C 0.155 -0.239 -2.028 0.096 2.754 1.083
H -0.542 0.479 -4.079 0.414 0.815 0.878
H -0.263 -1.138 -3.839 -0.883 -0.672 -0.213
H -2.707 -0.578 -3.724 -0.043 -0.778 -0.116
H -2.685 0.550 -2.595 0.964 0.552 0.765
H -2.368 -2.399 -2.290 0.685 -0.177 0.357
H -3.160 -1.449 -1.087 0.069 0.736 -0.047
H 1.241 -0.303 -1.959 -0.234 -0.754 -0.241
H -0.053 0.825 -1.914 0.293 0.222 2.013
```
Positions in Å, forces in eV/Å.

Output
orbital gap (alpha / beta)	0.3252 / 0.1312	hartree
total charge	0
multiplicity	2
E_tot	-780.12122	Ha
⟨S²⟩	0.754
ΔE to the lowest compared entry with this formula, charge and spin	135.59	kJ/mol

[10]
ORCA calculation (the ωB97M-V functional and the def2-TZVPD basis) on a structure of composition C4H16BCl5CoCrN4O28 in a non-equilibrium geometry.

```
60
Properties=species:S:1:pos:R:3:forces:R:3
Cr 0.146 0.060 2.358 0.801 -0.505 0.908
Co 0.923 0.052 -2.064 0.852 -0.770 0.585
Cl 3.297 1.063 3.235 -0.363 0.977 0.625
O 2.992 2.176 4.103 -0.035 -0.163 0.010
O 3.417 -0.134 4.008 0.256 -0.069 -0.296
O 2.138 0.917 2.311 -1.524 -0.438 -0.370
O 4.421 1.371 2.427 0.107 -0.486 0.098
Cl -1.137 -1.528 -4.213 -0.007 -0.174 -0.535
O -1.351 -0.126 -4.459 -0.192 -0.037 0.123
O -0.473 -2.118 -5.337 0.071 -0.014 0.174
O -0.286 -1.666 -3.013 0.643 0.716 0.372
O -2.366 -2.224 -3.950 -0.044 0.219 0.094
Cl -2.209 -2.281 2.938 1.709 -1.029 -0.743
O -1.980 -0.844 2.682 0.718 1.034 0.438
O -3.567 -2.464 3.330 -0.048 0.073 -0.418
O -1.830 -2.933 1.700 -0.993 -0.244 0.287
O -1.312 -2.762 3.952 -0.260 0.474 0.409
Cl 3.753 -1.976 -0.864 0.705 -0.254 -0.596
O 4.911 -1.346 -1.430 -0.158 0.041 0.292
O 3.367 -1.373 0.377 -0.197 0.138 0.048
O 2.664 -1.885 -1.851 -0.815 0.629 0.034
O 4.021 -3.380 -0.647 -0.173 -0.167 0.073
Cl 3.187 2.713 -2.025 0.103 0.098 -0.204
O 2.440 1.581 -1.450 -0.545 -1.017 -0.285
O 2.257 3.465 -2.849 -0.007 0.261 0.329
O 3.682 3.461 -0.914 -0.229 0.318 -0.301
O 4.260 2.246 -2.845 -0.087 -0.173 0.040
B 0.198 -0.122 0.034 -0.108 -0.001 -0.051
H 0.131 0.913 0.582 -0.130 1.203 -0.286
H -0.131 -0.964 0.761 -0.237 -1.466 0.176
H -0.508 -0.317 -0.880 -1.244 0.441 -0.946
H 1.296 -0.361 -0.281 1.413 -0.125 -0.140
C 1.595 -3.993 1.906 0.401 -0.147 0.050
N 1.862 -2.863 2.831 -0.651 -0.205 0.624
O 1.230 -1.837 2.620 -0.064 0.286 0.020
O 2.579 -3.031 3.778 0.177 0.026 -0.164
H 0.567 -3.893 1.576 0.117 0.133 -0.302
H 1.736 -4.910 2.469 0.028 0.079 0.130
H 2.364 -3.937 1.132 -0.276 0.153 -0.262
C -2.431 3.515 1.520 0.969 1.490 -0.196
N -2.250 2.418 2.481 -0.422 -0.927 -0.050
O -1.184 1.817 2.462 0.300 0.638 0.143
O -3.177 2.124 3.188 0.011 0.225 0.116
H -2.680 4.423 2.067 -0.602 -0.323 0.226
H -3.165 3.273 0.760 -0.112 -0.294 0.182
H -1.473 3.776 1.079 0.049 -0.641 -0.222
C -3.231 -1.702 -0.709 -0.102 -0.901 0.041
N -3.902 -0.411 -0.956 -0.066 0.532 0.271
O -3.380 0.366 -1.727 0.327 -0.010 -0.218
O -4.935 -0.153 -0.362 -0.106 -0.338 0.080
H -2.171 -1.550 -0.541 -0.023 0.218 -0.147
H -3.380 -2.335 -1.582 0.145 0.291 -0.232
H -3.667 -2.210 0.143 -0.166 0.373 0.134
C -1.342 3.555 -3.242 0.556 0.289 0.103
N -0.714 2.566 -2.339 0.339 0.075 0.366
O -0.045 1.699 -2.880 -0.084 -0.194 -0.298
O -0.844 2.691 -1.151 -0.202 0.073 -0.090
H -2.322 3.781 -2.839 -0.187 -0.261 -0.284
H -1.258 3.157 -4.245 -0.458 -0.035 -0.020
H -0.728 4.453 -3.165 0.123 -0.093 0.057
```
Positions in Å, forces in eV/Å.

Output
orbital gap (alpha / beta)	0.2876 / 0.2841	hartree
total charge	-2
multiplicity	8
E_tot	-7239.24226	Ha
⟨S²⟩	15.764
ΔE to the lowest compared entry with this formula, charge and spin	0.00	kJ/mol

> Which value of ΔE to the lowest compared entry with this formula, charge and spin does entry 10 give?

0.00 kJ/mol